17
Properties=species:S:1:pos:R:3 method="wB97M-V/def2-TZVPD" de_lowest_kcal_mol=143.7 energy_ha=-346.7965 e_lumo_ev="-1.49 / -1.49" homo_lumo_gap_ev="7.970 / 7.973"
C 0.1688 -1.3196 -1.9224
C -0.1551 -1.0084 -0.4652
C 0.6011 0.4413 -0.1619
O 0.0462 1.4077 -0.8327
C 0.2928 0.3606 1.2537
C -1.0341 0.6661 1.8471
O -2.0949 0.5844 1.2721
H -0.3523 -2.2377 -2.2172
H -0.1625 -0.4951 -2.5572
H 1.2427 -1.4705 -2.0723
H -1.2218 -0.8388 -0.3192
H 0.1954 -1.8166 0.1838
H 1.6735 0.2255 -0.3492
H 0.3072 2.3834 0.3568
H 0.4951 2.3413 1.1696
H 0.9727 -0.1959 1.9032
H -0.9749 0.9723 2.9110